The ion C3H8F2NO with charge +1 in a non-equilibrium geometry. Source: the Open Molecules 2025 dataset; level of theory: ωB97M-V/def2-TZVPD.

Positions of all 15 atoms, in Å:
H (-2.18, 0.45, 0.39)
N (-0.17, 0.43, 0.04)
H (1.42, 0.07, 1.42)
H (1.79, -2.14, 0.33)
H (-1.20, 0.14, 1.86)
H (-1.40, 0.75, -1.53)
H (0.08, -0.50, -1.69)
O (0.94, -1.54, 0.17)
F (2.08, 0.27, -0.34)
C (-0.30, 0.44, -1.40)
H (-1.18, -1.20, 0.68)
C (-1.34, -0.12, 0.79)
F (-0.04, 1.81, 0.47)
C (1.15, -0.21, 0.47)
H (0.35, 1.35, -1.63)

**SMILES string**: C[N+](C)(F)[C@@H](O)F
**Total charge**: +1
**Energy**: -12203.31236 eV
**Relative energy (zero: lowest compared OMol25 entry of this formula, charge and spin)**: 2.740 eV
**Highest occupied orbital energy**: -0.640 Eh

natural (NBO) population analysis, charges in e, atoms 1 to 8: 0.255, 0.172, 0.184, 0.553, 0.256, 0.252, 0.270, -0.727

A cluster of 2 separate species, C19H23FIN4O in total in a non-equilibrium geometry. Source: the Open Molecules 2025 dataset; level of theory: ωB97M-V/def2-TZVPD.

Positions of all 49 atoms, in Å:
H (-1.86, -0.16, 0.57)
H (0.63, 4.01, -3.11)
O (-3.83, 2.20, -2.50)
H (4.50, -0.88, -0.36)
C (-5.67, -4.73, 0.64)
H (4.84, 1.90, 0.66)
N (-0.70, 2.26, -2.70)
H (-6.40, -5.10, -0.08)
C (0.52, 3.00, -2.58)
H (-0.60, -1.55, -1.28)
H (1.55, 5.34, -0.04)
C (-6.07, -4.41, 1.93)
C (3.13, 3.42, -1.59)
N (-0.77, 1.09, -2.06)
H (-1.27, -1.89, 0.90)
H (4.42, 4.20, 0.34)
F (-2.13, -3.98, 0.83)
C (1.80, 2.54, -1.70)
N (-0.12, -0.91, -0.62)
C (-2.90, 1.42, -2.17)
C (-4.34, -4.58, 0.26)
H (2.82, 1.16, 0.90)
C (4.16, 0.17, -0.74)
I (4.11, 0.04, -2.92)
H (4.09, 2.90, -1.93)
H (2.99, 4.33, -2.32)
C (-3.80, -3.80, 2.48)
H (6.14, 0.62, 0.35)
C (0.20, 0.39, -1.22)
C (-5.14, -3.94, 2.85)
H (1.90, 4.20, 1.62)
C (2.73, 0.47, -0.03)
C (-0.02, -0.33, 1.93)
C (-3.42, -4.12, 1.19)
H (0.66, 0.58, 1.73)
C (5.28, 1.20, -0.16)
H (-3.06, -3.44, 3.19)
H (0.66, -1.21, 2.25)
H (-0.73, -0.04, 2.80)
C (1.61, 1.12, -0.98)
H (-4.01, -4.83, -0.74)
C (3.37, 4.07, -0.13)
H (2.30, -0.54, 0.37)
H (-7.11, -4.52, 2.22)
C (-0.90, -0.80, 0.66)
C (2.16, 4.55, 0.57)
H (5.75, 1.88, -0.96)
N (-2.01, 0.40, -2.19)
H (-5.45, -3.68, 3.86)

**Total charge**: +1
**Energy**: -38884.38841 eV
**Highest occupied orbital energy**: -0.414 Eh

natural (NBO) population analysis, charges in e, atoms 1 to 8: 0.188, 0.260, -0.375, 0.256, -0.186, 0.221, -0.201, 0.226

A structure of composition C40H72Br2ClF5N10O24Si2 in a non-equilibrium geometry. Source: the Open Molecules 2025 dataset; level of theory: ωB97M-V/def2-TZVPD.

Positions of all 156 atoms, in Å:
C (-5.95, -5.63, 0.60)
O (-2.13, -4.36, 7.16)
H (5.31, 0.43, 4.40)
H (-3.84, 1.63, 0.27)
N (7.10, 1.63, 6.88)
Br (-5.16, -0.89, -3.27)
C (1.63, -7.33, -2.66)
H (-0.91, -2.92, 4.56)
O (-6.44, -3.37, 0.87)
C (2.41, 1.62, 0.79)
C (-0.31, -4.67, -6.22)
H (0.77, -1.67, 0.00)
C (-1.67, 0.02, 3.71)
C (-3.18, -0.54, 3.42)
H (-5.18, -6.23, 0.11)
H (1.84, 1.75, -1.46)
C (-1.72, 1.78, 1.42)
H (-1.72, 3.93, 0.38)
N (-2.11, -3.78, 6.07)
O (-10.54, -0.41, -0.32)
C (2.08, 3.38, -3.71)
H (3.35, 1.20, 0.23)
H (4.15, 7.59, 2.81)
C (-3.26, 1.18, 1.18)
H (0.27, -3.46, 1.62)
C (5.21, 1.43, 2.63)
O (-8.55, 0.37, 0.23)
C (-3.78, 0.36, -3.98)
C (-0.78, 0.07, -4.41)
C (3.75, 2.18, 2.71)
H (2.20, 9.96, -6.72)
C (3.51, 6.74, 3.06)
O (5.94, 1.76, 6.46)
H (-3.03, -1.95, -5.54)
O (0.81, -4.21, 7.87)
O (2.19, 6.58, -2.30)
C (-0.25, 3.91, -2.34)
H (-2.58, -2.20, 1.25)
N (0.29, -7.68, -2.11)
H (-3.62, 0.10, -5.13)
H (-2.73, -4.48, -6.57)
H (0.59, 9.13, -2.45)
O (2.04, 10.99, -4.34)
N (-9.38, -0.54, 0.10)
C (3.95, -2.78, 2.54)
F (0.62, 0.46, -4.13)
H (-0.14, 2.88, -4.42)
Si (-2.06, 0.24, -3.02)
H (-6.33, 2.45, -2.63)
H (8.56, 0.30, 7.61)
O (2.31, -3.83, 3.80)
C (-2.11, -3.22, 1.56)
H (-5.95, -5.80, 1.68)
C (-4.43, 1.86, -3.95)
H (4.74, -3.12, 3.21)
H (2.19, -8.26, -2.78)
N (3.05, 10.87, -5.04)
O (7.92, 2.54, 7.01)
Br (-3.21, 3.32, -4.63)
C (2.44, -4.59, -5.70)
H (-1.90, -3.34, 2.71)
H (-7.92, -1.87, 0.83)
C (-0.94, 1.14, 2.76)
O (0.50, 7.00, -0.96)
F (2.89, -5.04, -4.36)
H (6.87, -0.08, 8.06)
H (-2.81, -4.08, 1.13)
C (-1.94, -2.37, -5.55)
O (5.24, 0.17, 3.42)
H (3.82, 3.19, 2.12)
H (2.41, 2.26, -3.80)
H (3.59, -1.79, 2.81)
C (-0.68, -1.49, -4.99)
H (-4.71, 3.31, -2.20)
C (7.53, 0.26, 7.26)
N (4.29, 5.50, 2.80)
H (0.31, -6.67, 7.16)
H (6.03, 2.18, 3.02)
H (-1.31, 4.40, -2.52)
C (0.47, 3.65, -3.79)
H (3.98, 9.77, -6.59)
H (1.81, -1.73, -4.70)
C (-1.09, 2.93, 0.44)
H (2.11, -6.66, -1.94)
N (2.81, -3.73, 2.68)
H (2.06, -7.07, 7.11)
O (4.49, 4.74, 3.75)
H (-0.29, -2.76, 6.24)
C (-0.74, -2.11, -1.65)
O (-0.70, -7.37, -2.78)
O (2.45, -4.34, 1.67)
O (2.61, -4.76, 6.72)
H (1.73, 9.29, -1.06)
H (2.66, 3.98, -4.53)
C (0.98, -3.80, -5.63)
H (-1.08, -0.36, 4.65)
H (2.45, 3.77, -2.65)
O (0.28, -8.26, -1.02)
H (-2.94, -1.44, -1.22)
H (-4.90, 1.53, -1.63)
H (-0.03, 3.23, 0.90)
H (-0.95, -0.96, 0.42)
C (-1.77, -3.91, -6.17)
F (3.41, -3.60, -6.28)
H (-0.18, -5.77, -6.65)
H (1.49, -6.82, -3.62)
C (-8.95, -1.91, 0.48)
H (0.42, 4.60, -1.64)
H (-9.04, -2.54, -0.41)
H (-0.62, -4.25, 0.17)
H (0.92, 0.12, -1.62)
H (2.62, 6.71, 2.44)
C (1.53, 8.79, -2.01)
O (2.64, 1.34, 2.24)
H (3.56, 2.43, 3.86)
C (0.89, 1.14, -1.07)
H (2.23, 2.77, 0.67)
H (5.43, 1.22, 1.50)
H (-2.65, -2.33, -2.85)
C (-2.18, -1.51, -2.13)
O (4.67, 5.32, 1.63)
H (0.18, -1.80, -2.35)
C (-3.99, 0.05, 2.12)
Cl (0.29, 5.29, -4.73)
H (3.24, 6.77, 4.12)
C (3.03, 9.77, -6.04)
F (2.39, -5.75, -6.64)
C (-0.40, -1.88, -0.04)
O (-3.10, -3.47, 5.40)
H (4.29, -2.79, 1.50)
Si (-0.63, 2.25, -1.35)
H (1.29, -6.64, 8.68)
H (-3.73, -1.34, 4.11)
H (2.90, 8.83, -5.50)
H (-5.10, -0.25, 1.82)
C (-0.61, -3.29, 0.84)
C (0.82, -2.24, -5.04)
N (1.59, -5.03, 7.38)
H (-0.22, -4.35, 5.39)
H (-0.81, -3.29, -1.78)
H (0.14, 1.60, 2.95)
H (-5.33, 1.84, -4.73)
O (-4.64, -3.92, -0.28)
C (-0.78, -3.42, 5.52)
C (1.29, -6.47, 7.60)
H (-6.93, -5.83, 0.16)
O (4.07, 11.56, -4.98)
H (7.44, -0.37, 6.38)
H (2.35, 8.95, -2.71)
C (-5.17, 2.25, -2.51)
O (-2.07, 1.60, -1.99)
H (-9.61, -2.25, 1.28)
F (-1.20, 0.88, -5.62)
O (1.20, 0.88, 0.38)
N (-5.65, -4.19, 0.38)
N (1.40, 7.34, -1.74)

**Energy**: -288589.18175 eV
**Highest occupied orbital energy**: -0.284 Eh

Mulliken population analysis, charges in e, atoms 1 to 8: -0.827, -0.580, 0.253, 0.091, 0.834, -0.120, -0.487, -0.152